{"formula": "C27H73N2O27Y", "method": "the ωB97M-V functional and the def2-TZVPD basis", "elements": ["Y", "O", "C", "O", "O", "H", "O", "C", "O", "O", "H", "O", "C", "O", "O", "H", "C", "C", "C", "O", "C", "N", "H", "H", "H", "H", "H", "H", "H", "H", "H", "H", "H", "C", "C", "C", "O", "C", "N", "H", "H", "H", "H", "H", "H", "H", "H", "H", "H", "H", "C", "C", "O", "O", "H", "H", "H", "H", "H", "H", "C", "C", "O", "O", "H", "H", "H", "H", "H", "H", "C", "C", "O", "O", "H", "H", "H", "H", "H", "H", "C", "C", "O", "O", "H", "H", "H", "H", "H", "H", "C", "C", "O", "O", "H", "H", "H", "H", "H", "H", "C", "C", "O", "O", "H", "H", "H", "H", "H", "H", "C", "C", "O", "O", "H", "H", "H", "H", "H", "H", "C", "C", "O", "O", "H", "H", "H", "H", "H", "H"], "positions_angstrom": [[-3.78689, 6.96387, -15.93842], [-5.78851, 9.44295, -18.66507], [-5.09089, 8.70124, -17.78607], [-5.22236, 8.82109, -16.55809], [-4.31458, 7.79157, -18.10042], [-5.34952, 9.32950, -19.51125], [-1.20269, 10.31764, -15.40324], [-1.97946, 9.22509, -15.54833], [-2.96423, 8.94596, -14.85842], [-1.71581, 8.36538, -16.37859], [-0.61990, 10.27669, -16.16499], [-2.70000, 3.26978, -17.63021], [-3.05567, 4.42984, -17.11278], [-2.50275, 5.49352, -17.39877], [-3.98690, 4.58977, -16.31997], [-1.96136, 3.35201, -18.23787], [-6.87386, 5.96645, -12.53440], [-6.14341, 5.95456, -13.88598], [-6.96001, 6.11529, -15.13129], [-6.19942, 6.31678, -16.33728], [-6.99180, 6.04788, -17.47315], [-5.11924, 6.99408, -13.90816], [-7.54292, 5.10617, -12.51524], [-7.59293, 6.78562, -12.53196], [-6.19161, 5.95253, -11.68444], [-5.55640, 5.04130, -13.98323], [-7.48872, 7.06018, -15.00577], [-7.60447, 5.24106, -15.22344], [-6.42958, 6.06208, -18.40685], [-7.79415, 6.78152, -17.55134], [-7.41209, 5.04217, -17.47878], [-5.59378, 7.86138, -13.70152], [-4.61774, 6.82015, -13.04888], [-4.08387, 14.92787, -15.55564], [-4.66069, 13.61048, -15.91649], [-3.64054, 12.72121, -16.72476], [-3.44566, 13.37357, -18.02367], [-3.28838, 12.52390, -19.09824], [-5.07119, 12.97904, -14.66049], [-3.83686, 15.40041, -16.50631], [-3.14231, 14.80236, -15.02102], [-4.83642, 15.50680, -15.02026], [-5.59988, 13.69438, -16.46328], [-3.90869, 11.66835, -16.81252], [-2.68544, 12.64012, -16.20580], [-4.02540, 11.72784, -18.99253], [-2.25175, 12.18870, -19.13212], [-3.45819, 13.14634, -19.97679], [-5.69433, 12.25930, -14.99778], [-4.27869, 12.48518, -14.27560], [1.41645, 4.68334, -15.71652], [1.12718, 5.38955, -14.36369], [0.55457, 6.68870, -14.53642], [1.93359, 3.40308, -15.45047], [2.18654, 5.23327, -16.25748], [0.54258, 4.69440, -16.36795], [2.06446, 5.58025, -13.84095], [0.51868, 4.78421, -13.69184], [0.88661, 7.05674, -15.35854], [1.71609, 2.83386, -16.19227], [-8.75896, 9.71843, -17.15940], [-7.96151, 11.01820, -16.89289], [-7.03308, 10.86671, -15.86523], [-9.96718, 9.79866, -16.45413], [-8.23788, 8.79803, -16.89592], [-8.96529, 9.69134, -18.22935], [-8.63835, 11.83618, -16.64611], [-7.36930, 11.31273, -17.75928], [-6.36533, 10.30404, -16.26410], [-9.84364, 9.62842, -15.51746], [-3.64278, 10.29223, -11.31282], [-2.34405, 10.94867, -11.82566], [-2.63945, 11.61149, -13.02874], [-4.24794, 11.28050, -10.54593], [-3.38075, 9.42471, -10.70716], [-4.16547, 9.98026, -12.21701], [-1.59629, 10.16227, -11.92815], [-1.84903, 11.61975, -11.12374], [-2.58896, 11.00834, -13.77390], [-4.57244, 12.01666, -11.06973], [-9.14940, 10.00679, -13.39602], [-7.79199, 9.76559, -12.65901], [-6.80715, 9.17018, -13.53872], [-9.70025, 8.85438, -13.96818], [-9.10318, 10.86605, -14.06507], [-9.85888, 10.49027, -12.72448], [-8.02886, 9.11650, -11.81598], [-7.31823, 10.61009, -12.15854], [-6.97137, 9.50235, -14.42432], [-9.86785, 8.30764, -13.19708], [-1.21193, 8.95430, -20.15239], [-1.13748, 7.41029, -20.22708], [-2.38027, 6.74350, -20.46992], [-1.48783, 9.49072, -21.40156], [-0.17157, 9.18788, -19.92615], [-1.77375, 9.23415, -19.26124], [-0.68278, 7.03736, -19.30934], [-0.35418, 7.21516, -20.95952], [-2.98043, 7.00094, -19.76627], [-0.72060, 9.31363, -21.95073], [1.71180, 10.37829, -17.34833], [1.74926, 9.16856, -16.32749], [1.11568, 8.01629, -16.83611], [0.36453, 10.83041, -17.56764], [2.10686, 9.93762, -18.26366], [2.31564, 11.18539, -16.93350], [1.12741, 9.47054, -15.48475], [2.74460, 8.93417, -15.95006], [0.16512, 8.14129, -16.88520], [0.42602, 11.68635, -17.99795], [-4.74269, 4.29304, -20.34151], [-5.96153, 4.91169, -21.13975], [-5.73014, 6.30284, -21.46099], [-3.61640, 3.89254, -21.11871], [-5.17013, 3.45023, -19.79830], [-4.42795, 4.93784, -19.52098], [-6.95488, 4.76563, -20.71547], [-5.98769, 4.39989, -22.10177], [-5.13471, 6.28111, -22.21371], [-3.23110, 4.76993, -21.17660], [-2.16539, 5.02686, -13.48903], [-2.08460, 5.63096, -12.05816], [-3.11689, 6.56791, -11.78593], [-2.04591, 5.99890, -14.42606], [-3.15151, 4.58890, -13.64351], [-1.45119, 4.21367, -13.61833], [-1.14808, 6.16346, -11.89249], [-2.16846, 4.83841, -11.31456], [-3.01936, 6.99812, -10.93328], [-1.12705, 6.26958, -14.48955]], "forces_ev_per_a": [[0.8665, 0.2454, -1.0146], [0.4850, -0.0154, 0.7381], [0.1346, -0.8412, 1.1904], [-1.7906, 2.3863, 1.5084], [1.4947, -1.4195, -2.9877], [-0.0558, -0.1965, -0.5612], [-1.4476, -0.7027, 0.7652], [-0.4586, -0.4038, 0.9052], [-1.6156, 1.9437, 2.8480], [2.4448, -1.8986, -3.7054], [0.5487, 0.6959, -0.7110], [-0.4919, -1.1429, 0.4252], [-0.0821, 1.9102, 0.1532], [3.0880, 1.8429, -2.0635], [-2.7424, -2.3715, 2.2358], [0.0599, 0.4946, -0.1780], [-1.2607, -0.5419, -1.4780], [1.5591, -0.4103, 0.0509], [-0.8266, 0.6286, 0.0283], [0.4599, -1.0251, 0.7554], [-0.2564, -0.1650, -0.8087], [0.3296, -0.1896, 0.3708], [0.2016, -0.3980, 0.3537], [0.4202, 0.4932, 0.3545], [-0.0927, 0.1303, -0.1626], [-0.2400, -0.5097, 0.0798], [-0.8358, -0.1367, 0.0559], [-0.2941, 0.1787, -0.2775], [0.5380, 0.4883, 0.3222], [-0.1490, -0.0064, 0.0135], [-0.1579, -0.1215, 0.5353], [-0.1302, 0.7479, -0.2495], [0.9575, 0.2068, 0.1079], [0.3323, 0.7366, -1.3511], [0.4642, -1.5654, 0.5156], [-0.2758, 1.4744, -0.5962], [-0.4764, 0.3001, 2.2823], [0.1858, 0.3021, -0.1104], [-0.1940, -0.7360, -0.5475], [0.0971, 0.5675, 0.0817], [-0.1741, 0.0635, 0.3771], [0.3445, 0.0701, 0.1342], [0.2321, 0.2820, -0.5324], [-0.7956, -0.0776, -0.3943], [0.2851, 0.4921, 0.2446], [0.1706, -0.4421, -0.5672], [0.0684, -0.6913, -0.2190], [-0.1568, -0.3420, -0.2390], [-0.3963, -0.4861, 0.6049], [0.2530, 0.0132, 0.4915], [0.1756, 0.8249, 0.5733], [1.0210, 0.3396, -0.5064], [-0.8015, -0.8965, 0.7139], [-0.2856, -0.5417, 0.1605], [0.0214, 0.4663, 0.0106], [-0.3658, -0.2094, 0.1670], [0.2795, -0.5274, 0.0197], [-0.1661, 0.0368, -0.2704], [0.1714, 0.3999, -0.7756], [0.0789, -0.1113, 0.0392], [-0.0791, 1.4003, 0.1229], [0.0700, -0.4422, -1.0834], [0.1883, 0.0097, 1.2718], [-1.0087, -0.0775, -0.5368], [0.5364, 0.1272, 0.0599], [-0.3259, -0.1673, -0.0105], [-0.1625, -0.1896, 0.0086], [-0.3538, 0.0611, -0.4717], [0.8927, -0.5509, 0.2696], [0.0430, -0.3828, -0.2605], [2.1670, 1.2037, -0.5668], [0.1938, -1.7325, -0.3825], [0.3318, 0.9856, -0.0619], [-1.6670, -0.0924, 1.3606], [-0.3869, 0.0803, 0.3723], [-0.4567, -0.1278, 0.1321], [0.2491, -0.2777, -0.6753], [-0.6899, 0.3589, 0.1217], [0.0713, -0.3898, 0.0186], [0.1407, -0.1217, -0.4283], [0.9718, 2.2686, 1.3837], [-0.3046, -0.3377, -0.8911], [-0.9377, -0.0710, 1.2509], [0.3898, -0.1052, 0.4323], [0.5806, -0.6463, -1.0172], [-0.1425, -0.4921, 0.8648], [0.3035, -0.7267, -0.1278], [-0.4660, 0.6131, -0.4132], [-0.0141, 0.5845, -0.5258], [-0.3261, -0.5730, -0.2509], [1.8268, -2.3837, 0.5870], [-0.2285, 0.5252, 0.7756], [0.9005, 0.1473, -0.7576], [-1.1906, 1.0162, -0.4155], [0.2445, 0.3464, 0.5534], [-0.7389, 0.6562, -0.6701], [-0.1732, -0.0002, 0.4499], [-0.5971, -0.5718, -0.7102], [-0.2638, 0.0936, 0.4214], [-0.0874, 0.0161, -0.0907], [0.2924, -1.6800, 0.8093], [-1.7684, 1.6852, -0.2178], [1.2920, -0.7933, -0.5435], [0.6303, -0.5301, 0.3234], [0.2297, 0.4873, -0.2749], [0.1701, -0.0004, -0.2230], [0.4047, 0.3243, 0.5181], [0.0299, 0.0171, -0.4491], [-0.9616, 0.3079, -0.0305], [-0.2402, 0.0948, -0.0244], [-2.1126, -0.5574, 0.5868], [2.0071, 0.0939, -0.7761], [-0.3942, -0.4673, 0.4417], [-1.1468, 0.8974, 0.3971], [0.2353, -0.5736, -0.2650], [0.0459, 0.5604, -0.1655], [0.2673, 0.3079, 0.5575], [-0.0750, -0.4637, -0.0001], [0.1033, 0.2861, -0.0181], [1.2580, 0.1426, -0.5366], [-1.3041, -0.4759, 2.3437], [0.2975, -0.3388, 0.4419], [-0.8787, 0.0126, -0.8270], [-0.6683, 1.1980, -1.7726], [-0.1364, -0.2279, 0.2386], [0.1671, 0.0093, 0.1878], [0.4166, -0.2588, -0.3072], [0.2335, -0.3686, -0.0728], [0.3277, -0.1749, 0.0091], [1.0243, 0.8125, -0.3666]], "e_homo_ev": -8.57}